(1)
Density functional theory data (the ωB97M-V functional and the def2-TZVPD basis) for a cluster of 8 separate species, C39H37Br2F6NO2 in total in a non-equilibrium geometry.

The molar mass comes out at 825.53 g/mol. Its HOMO energy (spin up / spin down) is 0.14 / -4.67 eV. The lowest unoccupied orbital energy (spin up / spin down) comes out at 1.97 / 1.96 eV. For the largest force on an atom, the calculation gives 3.41 eV/A. The energy is -203013.425 eV. The orbital gap (spin up / spin down) comes out at 1.82 / 6.63 eV.

The geometry in ORCA input format:
```
! RIJCOSX wB97M-V def2-TZVPD def2/J DEFGRID3
* xyz -1 2
C -0.119 0.423 -0.501
N 0.781 1.115 0.478
O 1.165 2.242 0.214
O 1.064 0.466 1.468
H -0.519 1.161 -1.195
H -0.882 -0.083 0.091
H 0.437 -0.309 -1.087
Br 4.415 3.561 1.115
C 3.629 2.586 2.707
C 3.099 3.560 3.723
Br 2.227 2.691 5.302
H 4.346 1.848 3.067
H 2.842 1.948 2.304
H 2.406 4.318 3.360
H 3.993 4.055 4.102
F 0.626 -4.223 7.546
C 0.857 -3.236 6.581
C 0.508 -3.503 5.239
C 0.770 -2.527 4.279
C 1.353 -1.306 4.648
C 1.776 -1.080 5.995
C 1.536 -2.062 6.927
H 0.007 -4.411 4.936
H 0.509 -2.813 3.271
H 1.530 -0.495 3.958
H 2.244 -0.130 6.211
H 1.727 -1.866 7.971
F 2.779 -5.136 -3.711
C 2.959 -3.843 -3.411
C 3.200 -3.578 -2.099
C 3.342 -2.252 -1.603
C 3.038 -1.189 -2.503
C 2.859 -1.432 -3.911
C 2.933 -2.779 -4.345
H 3.283 -4.388 -1.390
H 3.470 -2.140 -0.537
H 3.065 -0.176 -2.129
H 2.767 -0.631 -4.629
H 2.876 -2.975 -5.405
F -1.859 -2.147 1.153
C -1.190 -3.352 1.145
C -1.342 -4.219 2.226
C -0.718 -5.426 2.207
C 0.061 -5.796 1.115
C 0.319 -4.883 0.118
C -0.334 -3.666 0.086
H -1.981 -3.930 3.048
H -0.872 -6.108 3.030
H 0.617 -6.718 1.197
H 0.923 -5.129 -0.742
H -0.242 -2.940 -0.709
F -0.113 -1.722 -2.965
C -0.660 -1.958 -4.129
C -0.092 -1.515 -5.335
C -0.809 -1.776 -6.531
C -2.013 -2.464 -6.484
C -2.517 -2.934 -5.303
C -1.839 -2.722 -4.148
H 0.857 -1.004 -5.398
H -0.381 -1.428 -7.459
H -2.626 -2.493 -7.372
H -3.464 -3.447 -5.385
H -2.325 -2.956 -3.213
F -1.342 7.410 -3.672
C -0.908 6.850 -2.554
C -0.381 5.567 -2.616
C 0.136 5.024 -1.432
C 0.123 5.704 -0.213
C -0.372 6.996 -0.189
C -0.916 7.548 -1.337
H -0.412 4.995 -3.531
H 0.588 4.043 -1.459
H 0.529 5.270 0.688
H -0.380 7.577 0.722
H -1.208 8.585 -1.416
F -6.753 2.570 2.061
C -5.530 2.719 1.443
C -4.849 1.577 1.088
C -3.623 1.650 0.410
C -3.097 2.891 0.139
C -3.739 4.061 0.562
C -4.936 4.003 1.299
H -5.269 0.595 1.243
H -3.152 0.741 0.066
H -2.237 3.053 -0.493
H -3.217 4.973 0.313
H -5.350 4.920 1.690
*
```


(2)
Density functional theory data (the ωB97M-V functional and the def2-TZVPD basis) for a cluster of 2 separate species, C5H13NO in total in a non-equilibrium geometry.

The molar mass comes out at 103.16 g/mol. Its HOMO energy is -8.02 eV. The lowest unoccupied orbital energy comes out at 0.88 eV. For the largest force on an atom, the calculation gives 6.81 eV/A. The energy is -8930.211 eV. As for the SMILES: C/C=C(\C)NC.O. The orbital gap comes out at 8.90 eV.

The geometry in ORCA input format:
```
! RIJCOSX wB97M-V def2-TZVPD def2/J DEFGRID3
* xyz 0 1
C -1.483 -1.850 -1.216
N -0.642 -1.535 -0.060
C -0.420 -0.136 0.099
C 0.674 0.389 -0.470
C 0.927 1.871 -0.392
C -1.475 0.530 1.013
H -1.364 -2.750 -1.637
H -2.633 -1.770 -1.029
H -1.324 -0.868 -1.878
H -0.049 -2.274 0.373
H 1.357 -0.169 -1.105
H 0.322 2.513 -0.894
H 0.844 2.096 0.717
H 1.977 1.978 -0.744
H -2.395 0.708 0.619
H -1.042 1.370 1.446
H -1.444 0.206 2.089
H 2.645 0.638 1.033
H 2.924 -0.748 0.640
O 2.602 -0.196 1.397
*
```


(3)
Density functional theory data (the ωB97M-V functional and the def2-TZVPD basis) for a structure of composition C33H47N8O4PS4Ta in a non-equilibrium geometry.

The molar mass comes out at 959.98 g/mol. Its HOMO energy is -15.21 eV. The lowest unoccupied orbital energy comes out at -9.99 eV. For the largest force on an atom, the calculation gives 1.07 eV/A. The energy is -109256.570 eV. The orbital gap comes out at 5.22 eV.

The geometry in ORCA input format:
```
! RIJCOSX wB97M-V def2-TZVPD def2/J DEFGRID3
* xyz 3 1
Ta -0.539 -0.779 -0.520
C -0.954 2.203 -1.858
C 0.510 1.882 -1.971
N 0.658 0.405 -2.099
C 0.518 -0.063 -3.512
C -0.917 -0.253 -3.993
S -2.010 -0.969 -2.722
C -3.306 0.292 -2.471
C -3.065 1.247 -1.284
N -1.627 1.268 -0.895
H -1.445 2.097 -2.823
H -1.114 3.229 -1.524
H 1.040 2.182 -1.079
H 0.948 2.385 -2.835
H 1.620 0.145 -1.820
H 1.068 -0.993 -3.604
H 1.008 0.662 -4.165
H -0.921 -0.954 -4.827
H -1.374 0.667 -4.350
H -4.224 -0.273 -2.322
H -3.408 0.816 -3.420
H -3.677 0.983 -0.426
H -3.358 2.256 -1.578
H -1.536 1.701 0.071
N -0.979 -3.452 7.162
C -0.633 -3.108 5.910
C 0.300 -2.074 5.681
C 0.675 -1.733 4.409
C 0.083 -2.381 3.314
C -0.841 -3.415 3.519
C -1.190 -3.773 4.796
S 0.659 -2.138 1.715
O 1.903 -2.764 1.431
O -0.477 -2.532 0.797
N 0.646 -0.558 1.225
C 1.782 0.262 1.471
N 2.492 0.043 2.553
C 3.560 0.828 2.718
C 3.880 1.829 1.816
C 3.038 1.972 0.726
N 1.981 1.178 0.540
H -0.533 -3.026 7.956
H -1.580 -4.237 7.342
H 0.748 -1.568 6.526
H 1.428 -0.975 4.245
H -1.244 -3.955 2.673
H -1.876 -4.594 4.966
H 4.163 0.641 3.598
H 4.743 2.463 1.953
H 3.215 2.734 -0.025
S -2.834 -1.110 0.377
C -3.229 -2.687 1.019
N -2.919 -3.837 0.515
C -3.656 -4.994 1.041
C -4.289 -4.545 2.363
S -4.353 -2.718 2.310
H -2.237 -3.915 -0.251
H -2.976 -5.831 1.179
H -4.412 -5.279 0.309
H -3.696 -4.828 3.230
H -5.299 -4.926 2.485
C -0.147 4.872 1.115
C -0.042 3.915 2.300
P -1.227 2.516 2.184
C -0.893 1.495 3.697
C -0.070 2.125 4.821
C -2.867 3.276 2.543
C -2.996 4.095 3.824
H 0.515 5.727 1.248
H -1.159 5.265 1.000
H 0.138 4.379 0.181
H -0.200 4.449 3.237
H 0.963 3.486 2.350
H -0.411 0.574 3.367
H -1.877 1.198 4.072
H 0.936 2.385 4.491
H 0.026 1.418 5.646
H -0.534 3.027 5.217
H -3.574 2.440 2.553
H -3.135 3.887 1.676
H -2.756 3.502 4.708
H -4.018 4.452 3.940
H -2.347 4.970 3.812
O 2.638 -1.366 -1.536
C 1.916 -2.321 -1.699
N 0.491 -2.263 -1.544
C -0.029 -3.546 -1.749
O -1.213 -3.801 -1.600
C 1.075 -4.441 -2.130
C 1.069 -5.777 -2.471
C 2.301 -6.358 -2.771
C 3.481 -5.619 -2.722
C 3.479 -4.269 -2.375
C 2.256 -3.703 -2.085
H 0.153 -6.349 -2.513
H 2.345 -7.402 -3.048
H 4.418 -6.105 -2.958
H 4.394 -3.693 -2.334
*
```


(4)
Density functional theory data (the ωB97M-V functional and the def2-TZVPD basis) for an isolated molecule of C4H9NOS in a non-equilibrium geometry.

The molar mass comes out at 119.19 g/mol. Its HOMO energy is -9.20 eV. The lowest unoccupied orbital energy comes out at 0.75 eV. For the largest force on an atom, the calculation gives 2.28 eV/A. The energy is -18666.236 eV. As for the SMILES: O=CNCCCS. The orbital gap comes out at 9.96 eV.

The geometry in ORCA input format:
```
! RIJCOSX wB97M-V def2-TZVPD def2/J DEFGRID3
* xyz 0 1
C -0.082 -1.913 -0.404
N -0.830 -1.510 0.809
C -1.294 -0.220 0.997
O -1.341 0.196 2.135
C 0.436 -0.835 -1.389
C 1.383 0.291 -0.929
S 0.684 1.960 -0.511
H -0.557 -2.698 -0.951
H 0.823 -2.454 -0.016
H -0.443 -1.998 1.599
H -1.652 0.315 0.101
H -0.447 -0.356 -1.905
H 1.053 -1.355 -2.122
H 2.147 0.521 -1.651
H 1.939 0.050 -0.024
H 0.150 1.601 0.705
*
```


(5)
Density functional theory data (the ωB97M-V functional and the def2-TZVPD basis) for a structure of composition C23H36N7O6SeTi in a non-equilibrium geometry.

The molar mass comes out at 633.41 g/mol. Its HOMO energy (spin up / spin down) is -2.23 / -3.95 eV. The lowest unoccupied orbital energy (spin up / spin down) comes out at 2.00 / 2.00 eV. For the largest force on an atom, the calculation gives 2.67 eV/A. The energy is -135615.234 eV. The orbital gap (spin up / spin down) comes out at 4.23 / 5.95 eV.

The geometry in ORCA input format:
```
! RIJCOSX wB97M-V def2-TZVPD def2/J DEFGRID3
* xyz -1 3
Ti -1.248 1.945 0.823
N 0.579 1.033 0.187
C 1.277 2.227 -0.335
C 2.734 1.977 -0.709
C 3.343 3.099 -1.554
C 2.702 3.229 -2.921
N 2.825 1.998 -3.734
C 2.091 0.918 -3.502
N 0.799 0.999 -3.291
N 2.606 -0.277 -3.644
C 1.143 3.366 0.743
O 1.992 4.257 0.784
O 0.131 3.244 1.527
H 1.107 0.633 0.950
H 0.462 0.303 -0.506
H 0.717 2.560 -1.208
H 2.776 1.019 -1.242
H 3.322 1.854 0.198
H 4.422 2.933 -1.679
H 3.208 4.039 -1.025
H 3.163 4.033 -3.489
H 1.645 3.484 -2.830
H 3.785 1.747 -3.920
H 0.403 1.890 -3.028
H 0.357 0.183 -2.851
H 3.582 -0.357 -3.408
H 2.003 -0.974 -3.126
C -2.389 -0.371 4.348
C -2.065 0.149 2.983
N -1.276 1.201 2.749
O -0.746 1.799 3.910
C -2.623 -0.387 1.770
C -3.596 -1.515 1.645
N -2.125 0.332 0.777
O -2.404 0.648 -0.493
H -1.737 0.084 5.089
H -2.276 -1.459 4.392
H -3.425 -0.129 4.614
H -0.337 2.584 3.528
H -3.305 -2.370 2.268
H -3.630 -1.842 0.603
H -4.611 -1.217 1.941
O -1.595 3.480 -0.715
C -2.675 3.724 -0.115
C -3.762 4.643 -0.620
C -4.878 4.404 0.396
C -4.262 3.432 1.413
O -4.859 2.994 2.367
N -2.958 3.145 1.055
H -4.018 4.382 -1.646
H -3.390 5.668 -0.618
H -5.760 3.932 -0.038
H -5.200 5.305 0.915
C 1.854 -7.127 1.165
C 1.582 -5.767 0.562
C 1.932 -5.471 -0.747
C 1.728 -4.205 -1.304
C 2.119 -3.980 -2.739
C 1.160 -3.178 -0.521
Se 0.936 -1.396 -1.196
C 0.748 -3.484 0.797
C 0.018 -2.487 1.668
C 0.974 -4.763 1.305
H 2.450 -7.743 0.488
H 0.925 -7.666 1.378
H 2.401 -7.037 2.107
H 2.380 -6.248 -1.363
H 2.460 -4.912 -3.196
H 2.925 -3.240 -2.813
H 1.276 -3.585 -3.313
H 0.291 -1.462 1.433
H 0.221 -2.678 2.726
H -1.062 -2.570 1.511
H 0.658 -4.979 2.325
*
```


(6)
Density functional theory data (the ωB97M-V functional and the def2-TZVPD basis) for the ion C4HClFOS with charge -1 in a non-equilibrium geometry.

The molar mass comes out at 151.57 g/mol. Its HOMO energy is -3.20 eV. The lowest unoccupied orbital energy comes out at 3.31 eV. For the largest force on an atom, the calculation gives 3.69 eV/A. The energy is -32284.180 eV. The orbital gap comes out at 6.52 eV.

The geometry in ORCA input format:
```
! RIJCOSX wB97M-V def2-TZVPD def2/J DEFGRID3
* xyz -1 1
C 0.537 0.185 -1.305
C -0.434 0.067 1.432
C 1.156 0.850 -0.357
C -1.084 -0.810 0.678
O 0.106 0.409 2.444
F 2.267 1.604 -0.709
S -0.875 -0.813 -1.085
Cl -2.425 -1.697 1.190
H 0.751 0.205 -2.288
*
```